A molecular structure, C19H17Br24NO2 in a non-equilibrium geometry. Source: the OMol25 dataset; level of theory: ωB97M-V/def2-TZVPD.

Each line ends with the Mulliken charge.
CARTESIAN COORDINATES (ANGSTROEM)
C1 -0.566 -2.759 -0.003  -1.123
C2 0.589 -2.264 0.547  0.450
C3 1.503 -1.186 -0.163  1.083
C4 0.831 0.214 -0.125  0.242
C5 -0.384 0.564 -0.912  0.383
C6 -1.007 1.896 -0.827  0.262
C7 -0.467 2.959 0.063  -1.088
C8 0.729 2.623 0.818  -0.562
C9 1.369 1.282 0.722  0.700
C10 2.605 1.373 1.662  0.311
O1 3.468 0.585 1.991  -0.522
N1 2.752 2.723 2.229  -0.362
C11 1.554 3.440 1.838  0.001
O2 1.213 4.512 2.261  -0.550
H1 -0.610 -3.019 -1.094  -0.020
H2 -1.492 -2.959 0.595  0.536
H3 0.869 -2.654 1.559  -0.190
H4 2.442 -1.108 0.447  -0.776
H5 1.700 -1.522 -1.213  -0.128
H6 -0.791 -0.237 -1.582  0.256
H7 -1.925 2.117 -1.450  0.078
H8 -0.927 3.963 0.173  0.464
H9 2.730 2.488 3.230  0.318
C12 -4.592 1.606 -3.754  -0.300
Br1 -2.995 0.873 -2.942  0.064
Br2 -5.882 2.192 -2.438  -0.021
Br3 -4.169 3.016 -5.011  -0.047
H10 -5.057 0.805 -4.319  0.390
C13 3.170 -3.769 3.908  -0.387
Br4 4.450 -3.716 5.357  -0.056
Br5 1.495 -4.568 4.456  -0.009
Br6 2.907 -2.023 3.117  0.156
H11 3.589 -4.407 3.137  0.402
C14 1.298 -4.959 -3.529  -0.376
Br7 2.218 -3.263 -3.664  0.043
Br8 1.913 -5.988 -2.011  -0.004
Br9 -0.624 -4.736 -3.515  -0.031
H12 1.545 -5.528 -4.419  0.365
C15 1.424 4.687 -3.367  -0.410
Br10 1.865 6.526 -2.957  -0.048
Br11 1.187 3.627 -1.756  0.231
Br12 -0.114 4.558 -4.534  -0.050
H13 2.269 4.270 -3.907  0.358
C16 1.464 -6.924 7.961  -0.347
Br13 2.791 -7.724 6.803  -0.003
Br14 1.870 -5.074 8.345  -0.002
Br15 -0.325 -7.134 7.256  -0.017
H14 1.500 -7.461 8.903  0.354
C17 -6.084 6.192 -2.982  0.069
Br16 -5.657 7.611 -4.225  -0.019
Br17 -4.935 6.230 -1.426  0.018
Br18 -7.955 6.203 -2.492  -0.013
H15 -5.894 5.253 -3.494  -0.072
C18 5.161 0.082 -1.828  -0.330
Br19 5.575 1.922 -1.401  -0.040
Br20 4.973 -0.997 -0.235  0.026
Br21 3.613 -0.052 -2.984  -0.074
H16 6.005 -0.315 -2.383  0.370
C19 -4.816 0.107 1.080  -0.292
Br22 -5.319 0.132 2.947  -0.029
Br23 -3.167 -0.858 0.795  0.145
Br24 -6.245 -0.564 -0.038  -0.028
H17 -4.638 1.136 0.784  0.255

Properties
- frontier orbital gap (eV) = 8.297
- charge = 0
- E_LUMO (eV) = -0.69
- E (Eh) = -62715.56719

***

A molecular structure, C47H42Ge2IrN3O6. Source: the OMol25 dataset; level of theory: ωB97M-V/def2-TZVPD.

Each line ends with the Löwdin spin population.
CARTESIAN COORDINATES (ANGSTROEM)
Ir1 0.718 0.973 -0.428  0.196
O1 -5.284 2.369 3.583  0.000
C1 -4.287 1.848 4.334  0.000
O2 -4.492 1.486 5.454  0.000
C2 -2.954 1.706 3.658  -0.001
C3 -2.107 0.692 4.092  0.000
C4 -0.904 0.464 3.449  -0.001
C5 -0.552 1.262 2.369  0.000
C6 -1.356 2.318 1.966  0.000
C7 -2.557 2.538 2.619  0.000
N1 0.645 1.005 1.618  0.009
C8 1.761 0.846 2.226  0.026
C9 2.953 0.761 1.400  0.003
C10 4.234 0.691 1.919  0.006
C11 5.310 0.723 1.049  0.002
C12 5.064 0.844 -0.310  0.005
C13 3.758 0.914 -0.760  0.004
N2 2.718 0.852 0.072  0.012
H1 -5.005 2.469 2.662  0.000
H2 -2.420 0.071 4.921  0.000
H3 -0.265 -0.356 3.746  0.000
H4 -1.063 2.938 1.131  0.001
H5 -3.179 3.367 2.303  0.000
H6 1.829 0.857 3.309  0.001
H7 4.370 0.612 2.989  0.000
H8 6.322 0.666 1.424  0.000
H9 5.872 0.887 -1.026  0.000
H10 3.527 1.022 -1.808  0.000
C14 0.242 0.471 -4.713  0.001
C15 0.595 1.719 -5.205  0.001
C16 0.992 2.702 -4.320  0.001
C17 1.044 2.426 -2.958  0.003
N3 0.750 1.189 -2.497  0.009
C18 0.332 0.253 -3.357  0.008
C19 1.347 3.405 -1.912  0.015
C20 1.747 4.715 -2.174  0.003
C21 1.989 5.586 -1.128  0.003
C22 1.832 5.148 0.181  0.004
C23 1.439 3.842 0.445  0.021
C24 1.179 2.958 -0.596  0.096
H11 -0.097 -0.323 -5.362  0.000
H12 0.542 1.929 -6.265  0.000
H13 1.235 3.692 -4.674  0.000
H14 0.068 -0.700 -2.927  0.004
H15 1.874 5.060 -3.192  0.001
H16 2.299 6.603 -1.329  0.000
H17 2.018 5.827 1.003  0.001
H18 1.331 3.535 1.478  0.002
O3 -1.285 1.086 -0.732  0.035
C25 -1.998 0.226 -0.061  0.008
O4 -1.512 -0.761 0.493  0.042
C26 -3.442 0.548 0.093  0.000
C27 -3.968 1.733 -0.401  0.000
C28 -5.282 2.119 -0.110  0.000
C29 -6.018 1.266 0.680  0.000
O5 -7.291 1.420 1.119  0.000
C30 -7.543 0.326 2.013  0.000
O6 -6.429 -0.565 1.921  0.000
C31 -5.494 0.072 1.164  0.000
C32 -4.213 -0.317 0.889  0.000
H19 -3.337 2.376 -0.998  0.000
H20 -5.705 3.040 -0.485  0.000
H21 -8.447 -0.191 1.698  0.000
H22 -7.622 0.707 3.032  0.000
H23 -3.785 -1.227 1.286  0.000
C33 0.035 -4.492 -2.384  0.027
Ge1 -0.851 -3.050 -1.388  0.057
C34 -1.967 -3.839 0.013  0.012
C35 -2.017 -2.099 -2.648  0.001
Ge2 1.078 -1.720 -0.563  0.247
C36 1.598 -2.179 1.268  0.035
C37 0.608 -2.376 2.234  0.015
C38 0.941 -2.719 3.537  -0.001
C39 2.274 -2.844 3.906  0.017
C40 3.271 -2.630 2.964  -0.001
C41 2.934 -2.303 1.657  0.013
C42 2.644 -2.232 -1.659  0.030
C43 3.087 -1.568 -2.803  0.004
C44 4.123 -2.070 -3.580  0.000
C45 4.742 -3.259 -3.228  0.004
C46 4.316 -3.941 -2.097  0.001
C47 3.282 -3.431 -1.325  0.011
H24 -0.729 -5.128 -2.837  0.004
H25 0.641 -5.108 -1.719  0.000
H26 0.679 -4.101 -3.171  0.000
H27 -3.011 -3.703 -0.274  0.001
H28 -1.826 -3.387 0.988  0.000
H29 -1.761 -4.907 0.080  0.001
H30 -2.944 -2.671 -2.717  0.000
H31 -1.586 -2.056 -3.649  0.000
H32 -2.266 -1.090 -2.323  0.000
H33 -0.431 -2.235 1.966  0.001
H34 0.160 -2.890 4.268  0.000
H35 2.535 -3.114 4.921  0.001
H36 4.313 -2.732 3.243  0.000
H37 3.725 -2.153 0.930  0.000
H38 2.620 -0.643 -3.113  0.000
H39 4.442 -1.533 -4.465  0.000
H40 5.548 -3.655 -3.832  0.000
H41 4.787 -4.874 -1.815  0.000
H42 2.967 -3.986 -0.448  0.001

Properties
- frontier orbital gap (alpha / beta) (eV) = 6.164 / 5.717
- charge = +1
- E_LUMO (alpha / beta) (eV) = -3.71 / -4.57
- expectation value of S² = 0.762
- E (Eh) = -6689.99402
- 2S+1 = 2

***

A molecular structure, C9H17NOOsP in a non-equilibrium geometry. Source: the OMol25 dataset; level of theory: ωB97M-V/def2-TZVPD.

Each line ends with the Löwdin spin population.
CARTESIAN COORDINATES (ANGSTROEM)
C1 0.948 0.396 -1.609  0.463
C2 0.155 -0.058 -2.687  0.087
C3 -0.243 -1.397 -2.790  0.295
C4 -0.316 -2.186 -1.663  0.098
C5 -0.116 -1.699 -0.377  0.317
Os1 -0.646 0.065 -0.577  2.257
P1 -0.135 1.984 0.698  0.170
H1 1.479 1.355 -1.583  0.043
H2 -0.038 0.572 -3.587  0.014
H3 -0.592 -1.827 -3.756  0.012
H4 -0.180 -2.346 0.503  0.021
H5 -0.639 -3.226 -1.718  0.007
H6 -1.259 2.362 1.510  0.030
H7 0.055 3.149 -0.128  0.025
H8 0.966 2.061 1.630  0.008
C6 0.607 -1.960 4.741  0.001
N1 -0.010 -1.137 3.726  0.002
C7 -1.187 -0.395 4.119  0.000
C8 0.456 -1.072 2.471  0.014
C9 1.670 -1.850 2.087  0.006
O1 -0.194 -0.323 1.666  0.123
H9 0.052 -1.818 5.673  0.000
H10 1.659 -1.672 4.899  0.000
H11 0.593 -3.028 4.469  0.000
H12 -1.001 0.663 3.919  0.000
H13 -2.024 -0.724 3.497  0.000
H14 -1.373 -0.582 5.186  0.000
H15 1.381 -2.737 1.509  0.002
H16 2.346 -1.246 1.472  0.001
H17 2.204 -2.191 2.977  0.000

Properties
- frontier orbital gap (alpha / beta) (eV) = 6.466 / 8.041
- charge = +1
- E_LUMO (alpha / beta) (eV) = -3.30 / -4.60
- expectation value of S² = 6.056
- E (Eh) = -914.63059
- 2S+1 = 5

***

9 unconnected molecules or ions with the total composition C26H36BBrIO26. Source: the OMol25 dataset; level of theory: ωB97M-V/def2-TZVPD.

Each line ends with the Mulliken charge.
CARTESIAN COORDINATES (ANGSTROEM)
Br1 -2.970 5.980 -1.065  -0.304
C1 -2.700 5.035 -2.804  -0.062
C2 -3.782 3.962 -2.987  -0.410
O1 -3.110 2.867 -3.562  -0.568
B1 -1.720 3.000 -3.282  0.777
I1 -1.130 1.663 -1.390  -0.417
O2 -1.496 4.407 -2.880  -0.566
H1 -2.759 5.868 -3.509  0.392
H2 -4.573 4.332 -3.652  0.242
H3 -4.242 3.684 -2.032  0.262
H4 -0.974 2.627 -4.150  -0.298
C3 -2.510 -1.588 0.794  -0.191
C4 -3.729 -1.195 1.610  -0.242
O3 -3.141 -0.512 2.735  -0.082
C5 -1.912 -0.060 2.342  0.519
O4 -1.272 0.699 3.009  -0.560
O5 -1.574 -0.567 1.169  -0.323
H5 -2.650 -1.553 -0.281  0.432
H6 -2.108 -2.556 1.082  -0.081
H7 -4.369 -0.487 1.082  0.248
H8 -4.313 -2.041 1.964  0.336
C6 -0.574 -6.815 1.482  -0.306
C7 -1.981 -7.134 1.003  -0.291
O6 -2.379 -5.896 0.408  -0.335
C8 -1.270 -5.200 0.058  0.750
O7 -1.280 -4.201 -0.582  -0.525
O8 -0.167 -5.796 0.564  -0.328
H9 0.122 -7.646 1.420  0.275
H10 -0.567 -6.398 2.491  0.253
H11 -1.988 -7.908 0.234  0.261
H12 -2.680 -7.388 1.795  0.290
C9 -1.597 -0.648 5.977  0.445
C10 -0.288 -0.109 6.521  -0.337
O9 -0.268 -0.649 7.850  -0.354
C11 -1.052 -1.748 7.884  0.598
O10 -1.117 -2.511 8.794  -0.559
O11 -1.756 -1.859 6.735  -0.308
H13 -1.567 -0.869 4.917  -0.219
H14 -2.442 0.010 6.191  0.030
H15 0.574 -0.495 5.974  0.284
H16 -0.237 0.974 6.569  0.316
C12 1.638 3.998 -2.581  0.005
C13 2.835 4.803 -3.057  -0.305
O12 3.942 3.955 -2.712  -0.344
C14 3.477 2.678 -2.617  0.722
O13 4.193 1.727 -2.511  -0.587
O14 2.148 2.658 -2.668  -0.228
H17 0.751 4.084 -3.195  -0.019
H18 1.368 4.190 -1.543  0.251
H19 2.835 4.939 -4.141  0.261
H20 2.959 5.763 -2.563  0.303
C15 -3.883 2.688 4.437  0.162
C16 -5.182 3.303 3.949  -0.393
O15 -6.150 2.317 4.343  -0.346
C17 -5.644 1.596 5.361  0.685
O16 -6.274 0.836 6.032  -0.602
O17 -4.337 1.871 5.537  -0.266
H21 -3.152 3.401 4.805  0.313
H22 -3.420 2.038 3.701  -0.185
H23 -5.424 4.236 4.460  0.255
H24 -5.232 3.444 2.873  0.361
C18 5.620 2.211 -5.467  0.130
C19 5.543 0.724 -5.752  0.065
O18 4.848 0.693 -7.009  -0.382
C20 5.021 1.882 -7.625  0.687
O19 4.716 2.109 -8.755  -0.571
O20 5.584 2.774 -6.787  -0.377
H25 6.530 2.518 -4.962  0.371
H26 4.751 2.555 -4.910  -0.188
H27 6.527 0.288 -5.897  -0.157
H28 4.982 0.168 -5.006  0.328
C21 -5.249 -2.336 6.201  -0.070
C22 -4.616 -2.432 4.827  0.220
O21 -4.875 -3.794 4.462  -0.335
C23 -5.946 -4.229 5.170  0.596
O22 -6.500 -5.264 4.977  -0.567
O23 -6.284 -3.330 6.112  -0.376
H29 -5.669 -1.357 6.411  0.265
H30 -4.559 -2.626 6.996  0.194
H31 -5.109 -1.777 4.106  -0.007
H32 -3.547 -2.248 4.815  0.072
C24 10.706 -1.470 -7.724  -0.308
C25 9.973 -2.105 -6.553  -0.272
O24 9.434 -0.962 -5.885  -0.323
C26 9.327 0.053 -6.776  0.670
O25 8.749 1.069 -6.575  -0.502
O26 9.962 -0.267 -7.927  -0.317
H33 10.687 -2.056 -8.639  0.283
H34 11.735 -1.206 -7.471  0.256
H35 9.148 -2.741 -6.879  0.256
H36 10.613 -2.649 -5.864  0.269

Properties
- frontier orbital gap (eV) = 6.930
- charge = -1
- E_LUMO (eV) = 1.69
- E (Eh) = -5865.42661

***

A molecular structure, C7H4ErO5 in a non-equilibrium geometry. Source: the OMol25 dataset; level of theory: ωB97M-V/def2-TZVPD.

Each line ends with the Löwdin spin population.
CARTESIAN COORDINATES (ANGSTROEM)
Er1 0.424 0.310 1.601  3.264
O1 -0.359 3.783 1.644  0.005
C1 -0.105 2.656 1.646  0.006
C2 -0.024 -1.995 1.388  0.037
O2 -0.245 -3.121 1.279  0.030
C3 2.781 -0.056 1.296  0.011
O3 3.913 -0.227 1.145  0.008
C4 -1.860 0.011 1.099  0.046
O4 -2.975 -0.135 0.859  0.036
C5 0.018 0.691 -3.368  -0.239
H1 -0.928 1.250 -3.295  -0.006
H2 0.954 1.255 -3.500  -0.007
C6 0.033 -0.645 -3.292  -0.233
H3 0.975 -1.209 -3.384  -0.006
H4 -0.902 -1.223 -3.199  -0.005
O5 -1.134 -0.885 4.496  0.028
C7 -0.564 -0.461 3.585  0.024

Properties
- frontier orbital gap (alpha / beta) (eV) = 3.307 / 7.153
- charge = +3
- E_LUMO (alpha / beta) (eV) = -15.63 / -14.47
- expectation value of S² = 4.213
- E (Eh) = -1659.05234
- 2S+1 = 4